{"formula": "C2H7N4", "method": "ωB97M-V with the def2-TZVPD basis set", "spin_multiplicity": 1, "de_lowest_ev": 2.9667, "lumo_energy_ev": -4.20, "gap_ev": 9.331, "smiles": "[H]/N=N/C/[NH+]=C/N", "charge": 1, "elements": ["H", "N", "N", "C", "N", "C", "N", "H", "H", "H", "H", "H", "H"], "positions_angstrom": [[-3.817, -0.787, -0.024], [-3.142, 0.007, -0.038], [-2.011, -0.474, 0.110], [-0.937, 0.462, -0.008], [0.266, -0.295, 0.054], [1.446, 0.264, -0.008], [2.593, -0.365, -0.045], [-0.963, 1.061, 0.968], [-0.934, 1.278, -0.717], [0.179, -1.332, -0.218], [1.401, 1.338, -0.210], [3.372, 0.293, 0.042], [2.549, -1.451, 0.094]], "lowdin_charge": [0.093, 0.110, -0.063, -0.238, 0.045, -0.162, 0.180, 0.163, 0.134, 0.208, 0.175, 0.148, 0.207]}

{"formula": "C7H14N2", "method": "ωB97M-V with the def2-TZVPD basis set", "spin_multiplicity": 1, "de_lowest_ev": 4.8011, "lumo_energy_ev": [0.16, 0.20], "gap_ev": [7.430, 7.771], "elements": ["C", "C", "C", "C", "N", "N", "C", "C", "C", "H", "H", "H", "H", "H", "H", "H", "H", "H", "H", "H", "H", "H", "H"], "positions_angstrom": [[0.613, -1.123, -0.440], [1.426, 0.067, -0.097], [-0.330, 2.116, -0.312], [0.027, 0.947, 0.619], [0.352, -1.284, -1.854], [1.029, -2.365, 0.168], [-0.734, -0.366, 0.444], [0.154, 1.331, 1.979], [-2.059, -0.348, -0.034], [-0.422, -1.923, -2.012], [0.184, -0.400, -2.317], [1.877, -2.699, -0.278], [0.263, -3.031, 0.195], [1.846, 0.631, -0.926], [2.166, -0.110, 0.673], [-0.569, -0.958, 1.355], [0.358, 2.941, -0.118], [-1.332, 2.495, -0.105], [-0.272, 1.864, -1.370], [0.602, 2.273, 2.272], [-0.042, 0.611, 2.762], [-2.540, -1.244, -0.407], [-2.595, 0.575, -0.196]], "lowdin_charge": [-0.542, 0.000, -0.059, -0.472, 0.076, 0.071, -0.289, 0.079, 0.063, 0.073, 0.068, 0.083, 0.077, 0.099, 0.098, 0.126, 0.081, 0.074, 0.073, 0.061, 0.061, 0.051, 0.049]}

{"formula": "C25H14ClFeN3O", "method": "ωB97M-V with the def2-TZVPD basis set", "spin_multiplicity": 5, "de_lowest_ev": 0.0000, "lumo_energy_ev": [-1.03, -1.07], "gap_ev": [6.872, 7.045], "elements": ["Fe", "Cl", "C", "C", "C", "C", "O", "C", "C", "N", "C", "C", "C", "C", "C", "C", "C", "C", "N", "C", "C", "H", "H", "H", "H", "H", "H", "H", "H", "H", "H", "N", "C", "C", "C", "C", "C", "C", "C", "C", "C", "H", "H", "H", "H"], "positions_angstrom": [[0.320, 1.222, -0.821], [-6.450, 0.639, -3.454], [-4.863, 1.075, -2.875], [-4.632, 2.373, -2.400], [-3.390, 2.738, -1.952], [-2.308, 1.824, -1.934], [-1.146, 2.229, -1.522], [-2.566, 0.512, -2.407], [-1.543, -0.490, -2.511], [-0.372, -0.395, -1.994], [0.634, -1.345, -2.255], [0.459, -2.660, -2.576], [1.570, -3.493, -2.849], [2.842, -3.004, -2.797], [3.061, -1.651, -2.436], [4.348, -1.071, -2.344], [4.483, 0.231, -1.968], [3.322, 0.968, -1.656], [2.114, 0.469, -1.741], [1.961, -0.831, -2.145], [-3.845, 0.167, -2.890], [-5.445, 3.087, -2.397], [-3.200, 3.740, -1.591], [-1.795, -1.363, -3.119], [-0.538, -3.079, -2.612], [1.398, -4.530, -3.102], [3.692, -3.638, -3.013], [5.218, -1.677, -2.570], [5.452, 0.702, -1.885], [3.402, 1.993, -1.314], [-4.019, -0.833, -3.268], [-0.102, -0.100, 9.117], [-0.032, 0.059, 7.980], [0.054, 0.252, 6.551], [-1.089, 0.141, 5.765], [-1.005, 0.326, 4.397], [0.218, 0.624, 3.791], [1.358, 0.733, 4.593], [1.280, 0.549, 5.961], [0.297, 0.812, 2.370], [0.312, 0.943, 1.161], [-2.038, -0.090, 6.229], [-1.889, 0.241, 3.780], [2.306, 0.964, 4.127], [2.164, 0.634, 6.578]], "lowdin_charge": [0.758, 0.642, -0.674, -0.091, 0.002, -0.337, -0.170, -0.131, -0.048, 0.029, -0.186, -0.002, -0.058, -0.029, -0.145, 0.005, -0.034, -0.096, 0.035, -0.139, -0.072, 0.108, 0.120, 0.130, 0.113, 0.110, 0.116, 0.123, 0.110, 0.120, 0.112, 0.146, -0.186, -0.239, -0.028, -0.023, -0.256, -0.027, -0.030, -0.161, -0.086, 0.118, 0.118, 0.115, 0.118]}

{"formula": "C5H8N2", "method": "ωB97M-V with the def2-TZVPD basis set", "spin_multiplicity": 1, "de_lowest_ev": 4.7941, "lumo_energy_ev": 1.12, "gap_ev": 9.205, "smiles": "C1=C2CN2NCC1", "elements": ["C", "C", "C", "N", "N", "C", "C", "H", "H", "H", "H", "H", "H", "H", "H"], "positions_angstrom": [[1.431, -0.544, -0.439], [1.277, 0.729, -0.127], [1.018, 2.153, 0.093], [0.238, 1.094, 0.776], [-1.046, 0.574, 0.440], [-0.904, -0.811, 0.048], [0.411, -1.416, 0.353], [2.228, -0.935, -1.012], [1.739, 2.644, 0.930], [0.653, 2.878, -0.728], [-1.517, 0.585, 1.443], [-1.012, -0.965, -0.979], [-1.824, -1.422, 0.473], [0.557, -1.270, 1.495], [0.348, -2.495, 0.055]], "lowdin_charge": [-0.046, -0.240, -0.059, -0.117, -0.037, -0.300, -0.192, 0.076, 0.144, 0.124, 0.159, 0.079, 0.151, 0.139, 0.120]}

{"formula": "C6H10O", "method": "ωB97M-V with the def2-TZVPD basis set", "spin_multiplicity": 1, "de_lowest_ev": 4.3175, "lumo_energy_ev": [0.11, 0.32], "gap_ev": [8.065, 8.585], "elements": ["C", "C", "C", "C", "O", "C", "C", "H", "H", "H", "H", "H", "H", "H", "H", "H", "H"], "positions_angstrom": [[2.018, 0.336, -0.095], [1.039, -0.764, 0.066], [-0.092, -0.682, 1.132], [-1.006, -0.268, -0.056], [-2.322, -0.751, -0.136], [-0.866, 1.244, -0.264], [0.022, -0.862, -0.967], [2.015, 0.924, -1.013], [3.002, 0.220, 0.357], [0.210, 1.503, -0.250], [1.704, -1.641, 0.145], [0.037, 0.029, 1.954], [-0.345, -1.683, 1.492], [-2.893, -0.144, 0.354], [-1.312, 1.534, -1.219], [-1.304, 1.827, 0.555], [0.092, -0.823, -2.054]], "lowdin_charge": [0.056, -0.414, -0.041, -0.573, 0.012, -0.021, 0.035, 0.058, 0.051, 0.061, 0.145, 0.115, 0.119, 0.099, 0.094, 0.090, 0.116]}